Entry 1:
Formula: C18H23N3O3
Source: the OMol25 dataset
Level of theory: ωB97M-V/def2-TZVPD

```
! RIJCOSX wB97M-V def2-TZVPD def2/J DEFGRID3
* xyz 0 1
C -0.88 -0.17 -6.91
H -0.42 0.74 -7.30
C -0.44 -0.43 -5.48
C -1.07 -1.71 -4.92
C -0.75 -1.95 -3.45
C 0.73 -2.25 -3.19
C 1.01 -2.76 -1.78
C 0.76 -1.72 -0.70
C 1.10 -2.26 0.69
N 0.85 -1.27 1.71
C 1.81 -0.82 2.54
O 2.97 -1.19 2.55
C 1.28 0.24 3.48
C 0.65 1.32 3.00
C 0.06 2.36 3.84
C 0.82 3.03 4.80
C 0.26 4.03 5.58
C -1.07 4.39 5.41
C -1.85 3.73 4.48
C -1.28 2.72 3.71
N -2.13 2.01 2.80
O -3.22 2.48 2.54
O -1.72 0.96 2.34
H -2.89 3.97 4.34
H -1.50 5.17 6.02
H 0.87 4.53 6.32
H 1.86 2.76 4.92
H 0.55 1.45 1.93
C 1.44 0.00 4.86
N 1.56 -0.20 5.98
H -0.08 -0.90 1.78
H 0.51 -3.16 0.89
H 2.16 -2.52 0.75
H 1.37 -0.83 -0.90
H -0.29 -1.41 -0.71
H 2.05 -3.09 -1.72
H 0.38 -3.64 -1.59
H 1.32 -1.35 -3.36
H 1.06 -3.00 -3.91
H -1.06 -1.08 -2.87
H -1.34 -2.81 -3.10
H -0.72 -2.56 -5.51
H -2.15 -1.64 -5.04
H 0.65 -0.51 -5.44
H -0.73 0.41 -4.85
H -0.58 -1.00 -7.56
H -1.96 -0.07 -6.97
*
```

Kohn-Sham gap = 0.3208 Ha

Okay, here come the natural (NBO) numbers, in e, for every atom: -0.5988 0.2073 -0.3947 -0.3861 -0.3934 -0.3923 -0.3880 -0.4017 -0.2228 -0.6030 0.6728 -0.5963 -0.2284 -0.0793 -0.0673 -0.1767 -0.1609 -0.2040 -0.1888 0.0828 0.5203 -0.3566 -0.3974 0.2509 0.2274 0.2267 0.2359 0.2380 0.2611 -0.2850 0.4110 0.1922 0.2325 0.2019 0.1958 0.2037 0.1944 0.1965 0.2007 0.1938 0.1981 0.1922 0.1982 0.1945 0.1921 0.2006 0.2000

---

Entry 2:
Formula: C18H23N3O4S
Source: the OMol25 dataset
Level of theory: ωB97M-V/def2-TZVPD

```
! RIJCOSX wB97M-V def2-TZVPD def2/J DEFGRID3
* xyz 0 1
O -4.31 0.30 -0.30
O 1.26 -2.75 -2.05
O 2.03 4.29 0.51
O 3.32 0.36 0.02
S -1.06 -0.28 -3.26
C -3.34 -0.42 -0.01
C 0.17 -2.26 -1.80
C -1.39 -1.55 -0.11
C -2.08 -0.49 -0.68
C -0.24 3.61 -0.07
C -1.10 2.69 -0.56
C 0.71 1.17 -1.00
C 1.14 3.33 0.04
C 1.65 2.11 -0.42
C -0.64 1.47 -1.05
N -0.15 -1.99 -0.51
N -3.35 -1.34 1.02
N -2.13 -2.10 0.92
C 1.52 5.52 1.00
C 3.94 -0.39 -1.08
C -0.86 -2.08 -2.89
C 3.12 1.75 -0.28
C -1.67 0.53 -1.69
C -0.89 -2.11 3.08
C -0.84 -4.12 1.64
C -1.68 -2.95 2.05
H -0.64 4.57 0.26
H -2.16 2.97 -0.65
H 1.07 0.19 -1.31
H 0.55 -2.15 0.22
H -4.26 -1.68 1.31
H 0.91 6.00 0.23
H 2.33 6.20 1.29
H 0.90 5.32 1.89
H 3.76 -1.47 -0.96
H 5.05 -0.24 -1.06
H 3.53 -0.05 -2.01
H -0.53 -2.63 -3.77
H -1.80 -2.51 -2.56
H 3.59 2.04 -1.20
H 3.62 2.32 0.47
H -2.51 1.12 -2.03
H -1.57 -1.40 3.60
H -0.02 -1.57 2.71
H -0.45 -2.73 3.86
H 0.11 -3.82 1.29
H -1.34 -4.70 0.85
H -0.69 -4.78 2.51
H -2.56 -3.33 2.58
*
```

Kohn-Sham gap = 0.3137 Ha

Okay, here come the natural (NBO) numbers, in e, for every atom: -0.6603 -0.5969 -0.5139 -0.5540 0.2069 0.6057 0.6800 0.3964 -0.2494 -0.2886 -0.1909 -0.1309 0.3030 -0.0905 -0.0738 -0.6444 -0.4413 -0.2234 -0.2485 -0.2552 -0.6239 -0.0882 -0.3275 -0.6301 -0.6106 -0.0385 0.2197 0.2233 0.2100 0.4268 0.4238 0.1757 0.2017 0.1767 0.2021 0.1699 0.1759 0.2714 0.2338 0.1833 0.2044 0.2675 0.2243 0.2132 0.2168 0.2032 0.2236 0.2276 0.2141

---

Entry 3:
Formula: C18H23N3O4S2
Source: the OMol25 dataset
Level of theory: ωB97M-V/def2-TZVPD

```
! RIJCOSX wB97M-V def2-TZVPD def2/J DEFGRID3
* xyz 0 1
C 6.37 0.23 1.19
H 7.08 1.05 1.35
O 5.13 0.70 1.64
C 4.06 -0.15 1.59
C 2.86 0.35 2.10
C 1.72 -0.42 2.10
C 1.73 -1.72 1.59
C 2.93 -2.21 1.08
C 4.08 -1.44 1.07
H 4.99 -1.86 0.67
H 2.97 -3.21 0.70
N 0.62 -2.59 1.60
C 0.13 -2.97 0.29
H 0.94 -3.38 -0.31
C -0.48 -1.74 -0.42
N -1.04 -0.85 0.57
C -1.30 0.45 0.38
O -1.86 1.15 1.21
C -0.75 1.09 -0.90
N -1.29 0.51 -2.11
S -2.96 0.31 -2.11
O -3.31 -0.17 -3.41
O -3.31 -0.49 -0.98
C -3.64 1.93 -1.92
C -3.81 2.64 -0.77
C -4.35 3.92 -1.02
C -4.55 4.15 -2.35
S -4.10 2.81 -3.32
H -4.94 5.04 -2.81
H -4.57 4.64 -0.25
H -3.57 2.25 0.20
C -0.77 1.10 -3.32
H -0.88 2.19 -3.33
H -1.33 0.67 -4.15
H 0.28 0.85 -3.42
H 0.34 0.98 -0.91
H -0.98 2.17 -0.83
C -1.61 -1.51 1.73
H -2.40 -2.19 1.39
C -0.50 -2.28 2.47
H -0.13 -1.73 3.34
H -0.90 -3.24 2.83
H -2.06 -0.74 2.36
H -1.26 -2.05 -1.13
H 0.30 -1.22 -0.97
H -0.62 -3.75 0.44
H 0.81 0.01 2.49
H 2.85 1.35 2.49
H 6.70 -0.65 1.76
H 6.35 -0.02 0.12
*
```

Kohn-Sham gap = 0.2996 Ha

Okay, here come the natural (NBO) numbers, in e, for every atom: -0.2504 0.1995 -0.4951 0.2773 -0.2586 -0.1915 0.1171 -0.2107 -0.2936 0.2182 0.2127 -0.4446 -0.2201 0.2135 -0.2304 -0.4350 0.7126 -0.6536 -0.3321 -0.6562 2.3413 -0.9376 -0.9260 -0.5965 -0.2005 -0.2618 -0.3917 0.5016 0.2403 0.2325 0.2755 -0.4301 0.1850 0.2453 0.2093 0.2326 0.2165 -0.2564 0.1972 -0.2196 0.2114 0.1982 0.2542 0.2129 0.2041 0.1999 0.2127 0.2240 0.1748 0.1721

---

Entry 4:
Formula: C18H23N3O6S
Source: the OMol25 dataset
Level of theory: ωB97M-V/def2-TZVPD

```
! RIJCOSX wB97M-V def2-TZVPD def2/J DEFGRID3
* xyz 0 1
C 4.02 0.83 -6.81
C 3.98 2.21 -6.16
H 3.16 2.80 -6.58
H 4.93 2.74 -6.29
O 3.81 2.11 -4.74
C 2.56 1.94 -4.29
O 1.59 1.92 -4.99
C 2.56 1.80 -2.78
H 3.04 2.69 -2.36
C 1.13 1.67 -2.25
C 1.15 1.47 -0.74
N 1.99 0.37 -0.33
S 1.25 -1.14 -0.45
O 2.26 -2.13 -0.23
O 0.42 -1.26 -1.61
C 0.19 -1.07 0.99
C -1.17 -1.11 0.84
C -2.02 -1.08 1.95
C -1.44 -1.01 3.23
C -0.05 -0.98 3.36
C 0.77 -1.00 2.25
H 1.84 -0.99 2.33
H 0.38 -0.95 4.35
N -2.20 -1.06 4.40
C -3.43 -0.51 4.66
O -3.96 -0.68 5.73
C -3.99 0.33 3.53
C -4.42 -0.62 2.43
O -5.57 -0.86 2.14
N -3.39 -1.20 1.75
H -3.66 -1.68 0.90
C -5.17 1.17 4.02
H -5.58 1.75 3.20
H -4.85 1.84 4.82
H -5.95 0.51 4.40
H -3.19 0.97 3.14
H -1.74 -1.46 5.21
H -1.58 -1.19 -0.16
C 3.34 0.44 -0.84
C 3.37 0.56 -2.36
H 4.40 0.65 -2.71
H 2.92 -0.33 -2.79
H 3.83 1.30 -0.37
H 3.84 -0.48 -0.52
H 1.52 2.37 -0.24
H 0.14 1.26 -0.37
H 0.55 2.56 -2.51
H 0.65 0.80 -2.72
H 3.07 0.33 -6.67
H 4.81 0.23 -6.36
H 4.21 0.93 -7.87
*
```

Kohn-Sham gap = 0.3413 Ha

Okay, here come the natural (NBO) numbers, in e, for every atom: -0.6347 -0.0751 0.1988 0.1888 -0.5131 0.8112 -0.5963 -0.3216 0.2196 -0.4239 -0.2254 -0.6762 2.3195 -0.9360 -0.9447 -0.3328 -0.2159 0.1886 0.1275 -0.2228 -0.1694 0.2405 0.2219 -0.6129 0.6963 -0.5717 -0.4237 0.6950 -0.5716 -0.6293 0.4171 -0.5901 0.2193 0.2185 0.2412 0.2370 0.4163 0.2469 -0.2291 -0.4128 0.2294 0.2166 0.1981 0.2430 0.2011 0.2165 0.2245 0.2440 0.2242 0.2098 0.2176

---

It is found that the energy values, taken in the order of the records, are -1089.5909; -1563.0612; -1961.2706; -1713.6737 a.u..
It is found that the lowest unoccupied orbital energy values, taken in the order of the records, are -1.09; 0.52; 0.56; 0.25 eV.
It is found that the energy relative to the best compared isomer or geometry (same formula, charge and spin) values, taken in the order of the records, are 5.746; 4.127; 3.690; 0.000 eV.